This record from the OMol25 dataset describes a molecular structure, C25H18CoN3O3. The level of theory is ωB97M-V/def2-TZVPD.

```
50
Properties=species:S:1:pos:R:3:lowdin_charge:R:1
Co 0.120 -0.308 0.296 0.97
C 4.411 -0.309 0.000 -0.07
C 4.738 1.036 -0.074 -0.08
C 3.730 1.982 -0.111 -0.04
C 2.388 1.600 -0.095 -0.18
C 2.051 0.243 -0.050 -0.09
C 3.077 -0.690 0.019 -0.11
C 1.293 2.582 -0.071 -0.20
C 1.530 3.976 -0.180 0.01
C 0.489 4.848 -0.129 0.00
C -0.823 4.353 0.027 -0.15
C -1.952 5.198 0.070 -0.04
C -3.205 4.671 0.205 -0.08
C -3.368 3.278 0.335 -0.06
C -2.289 2.441 0.316 0.00
C -0.986 2.949 0.133 -0.17
N 0.075 2.096 0.078 0.14
H 5.186 -1.062 0.057 0.10
H 5.775 1.345 -0.081 0.10
H 4.008 3.027 -0.136 0.10
H 2.844 -1.736 0.123 0.05
H 2.535 4.349 -0.300 0.10
H 0.651 5.916 -0.203 0.12
H -1.804 6.269 -0.003 0.11
H -4.071 5.319 0.229 0.10
H -4.365 2.873 0.456 0.11
H -2.388 1.376 0.439 0.08
O -1.541 -0.410 -0.571 -0.18
C -2.577 -1.190 -0.363 -0.32
C -3.884 -0.667 -0.434 -0.01
C -4.991 -1.465 -0.253 -0.08
C -4.851 -2.826 0.004 -0.10
C -3.583 -3.362 0.072 -0.04
C -2.442 -2.576 -0.105 -0.08
C -1.114 -3.165 -0.084 -0.25
N 0.044 -2.536 -0.235 0.08
C 1.020 -3.502 -0.234 -0.12
C 0.459 -4.726 -0.078 -0.07
N -0.890 -4.500 0.024 0.11
H -4.007 0.385 -0.649 0.10
H -5.978 -1.025 -0.309 0.10
H -5.721 -3.453 0.140 0.10
H -3.481 -4.422 0.274 0.10
H 2.061 -3.282 -0.366 0.09
H 0.895 -5.707 -0.033 0.11
H -1.593 -5.203 0.151 0.14
O 1.402 -1.507 2.228 -0.04
C 0.563 -0.837 2.834 -0.50
O -0.274 -0.045 2.276 -0.12
H 0.552 -0.843 3.937 0.13
```

Values from the calculation:
- Highest occupied orbital energy (spin up / spin down): -7.92 / -7.93 eV
- Expectation value of S²: 6.01
- ΔE to the lowest compared entry with this formula, charge and spin: 0.214 eV
- 2S+1: 5
- LUMO energy (spin up / spin down): -0.0045 / -0.0404 Ha
- E_tot: -2736.2519 Ha
- Frontier orbital gap (spin up / spin down): 7.8 / 6.8 eV
- Max |F|: 0.86 eV/Å

=====

This record from the OMol25 dataset describes a molecular structure, C25H19BrF2N2ORuTe. The level of theory is ωB97M-V/def2-TZVPD.

```
52
Properties=species:S:1:pos:R:3:lowdin_charge:R:1
Ru 0.344 -0.309 0.998 1.12
Br 5.549 -5.039 3.573 0.98
C 4.267 -3.746 3.332 -0.65
C 3.445 -3.358 4.416 -0.06
C 2.506 -2.396 4.229 0.06
C 2.301 -1.783 2.938 -0.31
O 1.398 -0.916 2.816 -0.08
C 3.172 -2.184 1.839 -0.10
C 3.163 -1.524 0.537 -0.02
N 2.213 -0.808 0.071 0.00
C 2.379 -0.064 -1.135 -0.19
C 3.102 -0.468 -2.222 0.02
C 3.283 0.409 -3.313 -0.02
C 2.767 1.673 -3.279 0.02
C 1.998 2.107 -2.170 -0.13
C 1.464 3.411 -2.050 0.05
C 0.747 3.748 -0.937 -0.01
C 0.495 2.767 0.034 -0.12
N 0.961 1.536 -0.048 -0.03
C 1.760 1.211 -1.117 -0.15
C 4.135 -3.135 2.067 -0.04
H 3.578 -3.827 5.381 0.13
H 1.863 -2.064 5.033 0.14
H 4.076 -1.616 -0.051 0.15
H 3.531 -1.462 -2.253 0.13
H 3.849 0.075 -4.171 0.13
H 2.934 2.356 -4.102 0.13
H 1.639 4.134 -2.836 0.14
H 0.349 4.743 -0.802 0.13
H -0.112 3.001 0.900 0.12
H 4.812 -3.421 1.273 0.13
C -2.811 2.030 0.243 -0.39
Te -2.242 0.295 1.351 1.47
C -3.354 -0.761 -0.137 -0.35
C -4.365 0.256 -0.601 -0.30
C -5.539 -0.144 -1.225 -0.02
C -6.450 0.807 -1.661 -0.05
C -6.195 2.157 -1.468 -0.05
C -5.027 2.561 -0.839 -0.03
C -4.108 1.612 -0.410 -0.30
H -2.034 2.253 -0.487 0.05
H -2.929 2.875 0.917 0.07
H -3.798 -1.642 0.318 0.08
H -2.662 -1.072 -0.917 0.06
H -5.748 -1.197 -1.363 0.12
H -7.367 0.493 -2.141 0.12
H -6.914 2.896 -1.793 0.12
H -4.836 3.614 -0.675 0.12
F -0.440 -2.241 -0.739 -0.01
C -0.261 -2.232 0.617 -0.48
F -1.411 -2.651 1.199 -0.03
H 0.520 -2.960 0.859 0.11
```

Values from the calculation:
- Highest occupied orbital energy (spin up / spin down): -13.78 / -13.79 eV
- Expectation value of S²: 6.05
- ΔE to the lowest compared entry with this formula, charge and spin: 0.000 eV
- 2S+1: 5
- Net charge: +2
- LUMO energy (spin up / spin down): -0.2460 / -0.3328 Ha
- E_tot: -4284.8626 Ha
- Frontier orbital gap (spin up / spin down): 7.1 / 4.7 eV
- Max |F|: 0.12 eV/Å

=====

This record from the OMol25 dataset describes a molecular structure, C25H19Cl3N4O10S2SiTi. The level of theory is ωB97M-V/def2-TZVPD.

```
65
Properties=species:S:1:pos:R:3:lowdin_charge:R:1
Ti -0.570 -0.254 -0.279 0.58
O -1.279 -3.004 1.902 -0.30
S 0.121 -2.712 1.820 0.52
O 0.975 -3.793 1.372 -0.30
O 0.399 -1.472 1.025 -0.45
C 0.683 -2.339 3.489 -0.19
C 1.599 -3.242 4.011 -0.05
C 2.043 -3.148 5.322 -0.06
C 1.556 -2.148 6.139 -0.07
C 0.643 -1.235 5.632 -0.06
C 0.205 -1.311 4.317 -0.20
S -0.817 0.079 3.831 0.54
O -1.227 0.719 5.044 -0.27
O -2.048 -0.557 3.167 -0.46
O -0.071 0.837 2.868 -0.29
H 1.961 -4.038 3.381 0.10
H 2.762 -3.867 5.692 0.11
H 1.882 -2.064 7.168 0.10
H 0.256 -0.440 6.252 0.11
O 3.523 -5.000 1.476 0.10
C 4.396 -4.115 0.963 -0.49
O 5.565 -4.154 1.237 0.11
C 3.756 -3.104 0.065 -0.15
C 3.907 -1.752 0.349 0.00
C 3.119 -0.819 -0.301 0.00
C 2.224 -1.251 -1.270 -0.29
C 2.135 -2.587 -1.630 -0.02
C 2.892 -3.516 -0.940 -0.02
N 1.250 -0.340 -1.772 0.04
C 1.294 -0.004 -2.988 -0.05
C 0.280 0.905 -3.600 -0.28
C -0.850 0.386 -4.215 -0.04
C -1.763 1.276 -4.753 -0.05
C -1.503 2.634 -4.669 -0.07
C -0.333 3.046 -4.052 -0.15
N 0.554 2.206 -3.522 0.13
H 2.607 -4.684 1.321 0.06
H 4.590 -1.447 1.131 0.13
H 3.137 0.226 -0.021 0.13
H 1.390 -2.895 -2.351 0.11
H 2.763 -4.571 -1.142 0.13
H 2.097 -0.377 -3.630 0.15
H -1.031 -0.680 -4.207 0.08
H -2.673 0.912 -5.212 0.11
H -2.197 3.368 -5.058 0.10
H -0.098 4.102 -3.966 0.11
O 0.272 1.587 0.139 -0.20
N -0.343 2.652 -0.175 0.05
N -1.370 2.402 -0.880 -0.21
O -1.670 1.160 -1.192 -0.27
C -2.238 3.444 -1.319 -0.20
C -3.504 3.090 -1.754 -0.02
C -4.353 4.087 -2.211 -0.07
C -3.938 5.411 -2.228 -0.10
C -2.666 5.743 -1.781 -0.08
C -1.803 4.760 -1.324 -0.02
H -3.803 2.053 -1.721 0.12
H -5.347 3.823 -2.547 0.10
H -4.607 6.184 -2.585 0.10
H -2.339 6.775 -1.788 0.10
H -0.808 4.998 -0.976 0.11
Cl -1.472 -1.894 -1.704 0.05
Si -2.517 -0.266 1.496 -0.16
Cl -3.373 1.680 1.690 0.23
Cl -4.225 -1.462 1.463 0.24
```

Values from the calculation:
- Highest occupied orbital energy (spin up / spin down): -5.44 / -5.72 eV
- Expectation value of S²: 0.75
- ΔE to the lowest compared entry with this formula, charge and spin: 0.621 eV
- 2S+1: 2
- Net charge: -1
- LUMO energy (spin up / spin down): 0.0832 / 0.0806 Ha
- E_tot: -5251.7696 Ha
- Frontier orbital gap (spin up / spin down): 7.7 / 7.9 eV
- Max |F|: 0.15 eV/Å

=====

This record from the OMol25 dataset describes a molecular structure, C25H19Cl5IrN4S3 at a distorted geometry. The level of theory is ωB97M-V/def2-TZVPD.

```
57
Properties=species:S:1:pos:R:3:lowdin_charge:R:1
Ir -0.026 -0.386 -0.396 0.82
Cl 0.380 -0.608 2.773 0.73
C 1.903 -0.416 1.973 -0.71
C 1.899 -0.471 0.587 -0.39
C 3.124 -0.318 -0.050 -0.72
Cl 3.202 -0.349 -1.775 0.68
C 4.301 -0.095 0.664 -0.70
Cl 5.797 0.099 -0.156 0.70
C 4.260 -0.007 2.055 -0.70
Cl 5.687 0.332 2.944 0.70
C 3.050 -0.186 2.722 -0.71
Cl 2.978 -0.104 4.435 0.70
S -0.198 0.647 -2.709 0.62
C 0.565 2.048 -2.069 -1.15
S 0.600 2.147 -0.358 0.68
C 1.106 3.007 -2.892 -0.38
C 0.954 2.927 -4.302 -0.25
N 0.797 2.873 -5.442 0.17
C 1.870 4.087 -2.380 -0.24
N 2.515 4.954 -1.982 0.17
C -5.475 1.124 -0.754 -0.07
C -4.222 1.687 -1.057 -0.06
C -3.070 1.046 -0.698 -0.06
C -3.101 -0.200 -0.025 -0.17
C -1.917 -0.898 0.351 -0.23
C -2.023 -2.032 1.116 -0.19
C -3.280 -2.554 1.476 -0.10
C -4.428 -1.951 1.048 -0.03
C -4.372 -0.754 0.300 -0.17
C -5.545 -0.071 -0.095 -0.04
H -6.383 1.644 -1.030 0.11
H -4.174 2.636 -1.576 0.11
H -2.110 1.500 -0.905 0.03
H -1.137 -2.557 1.455 0.07
H -3.330 -3.437 2.102 0.10
H -5.396 -2.368 1.300 0.11
H -6.505 -0.516 0.139 0.11
C 1.628 -6.301 1.334 -0.07
C 1.367 -6.153 -0.163 -0.22
N 1.333 -4.757 -0.585 0.02
C 0.312 -3.965 -0.902 -0.75
S 0.708 -2.515 -1.744 0.64
N -0.967 -4.242 -0.681 0.02
C -1.617 -5.294 0.091 -0.22
C -2.220 -6.375 -0.801 -0.06
H 1.628 -7.356 1.607 0.08
H 0.864 -5.786 1.916 0.07
H 2.595 -5.872 1.596 0.08
H 0.436 -6.641 -0.444 0.09
H 2.175 -6.630 -0.719 0.13
H 2.229 -4.337 -0.781 0.12
H -1.588 -3.542 -1.062 0.12
H -2.414 -4.814 0.657 0.09
H -0.911 -5.722 0.800 0.09
H -2.969 -5.946 -1.465 0.08
H -2.696 -7.137 -0.183 0.08
H -1.459 -6.854 -1.417 0.07
```

Values from the calculation:
- Highest occupied orbital energy (spin up / spin down): -8.07 / -8.12 eV
- Expectation value of S²: 0.76
- ΔE to the lowest compared entry with this formula, charge and spin: 2.141 eV
- 2S+1: 2
- LUMO energy (spin up / spin down): -0.0734 / -0.0772 Ha
- E_tot: -4782.8729 Ha
- Frontier orbital gap (spin up / spin down): 6.1 / 6.0 eV
- Max |F|: 3.47 eV/Å

=====

This record from the OMol25 dataset describes 2 unconnected molecules or ions with the total composition C25H19F3N3O4 at a distorted geometry. The level of theory is ωB97M-V/def2-TZVPD.

```
54
Properties=species:S:1:pos:R:3:lowdin_charge:R:1
F 0.709 -3.934 1.138 0.10
C 0.924 -3.254 2.302 -0.53
F -0.300 -3.044 2.871 0.09
F 1.605 -4.111 3.140 0.08
C 1.697 -1.980 2.095 -0.19
C 1.495 -0.916 2.970 -0.05
C 2.224 0.247 2.801 -0.05
C 3.190 0.361 1.762 -0.27
C 3.984 1.524 1.630 -0.19
C 4.861 1.697 0.567 -0.34
N 5.613 1.940 -0.306 0.08
C 3.353 -0.743 0.877 -0.03
C 2.624 -1.910 1.059 -0.04
H 0.767 -1.013 3.772 0.11
H 2.083 1.084 3.486 0.10
H 3.725 2.413 2.207 0.08
H 4.076 -0.682 0.063 0.10
H 2.757 -2.767 0.405 0.11
C 5.868 -4.682 8.166 -0.10
C 4.920 -4.880 7.156 -0.09
C 5.101 -4.295 5.901 -0.02
C 6.243 -3.517 5.652 -0.20
C 6.467 -2.921 4.298 -0.10
O 6.277 -1.472 4.417 0.03
C 6.563 -0.823 3.290 -0.49
N 6.344 0.633 3.270 0.13
N 5.403 1.187 3.847 0.12
C 5.723 2.537 4.366 -0.49
O 6.776 3.116 4.247 0.12
O 4.615 2.994 4.967 0.01
C 4.708 4.417 5.291 -0.11
C 3.426 4.772 5.979 -0.21
C 2.517 5.653 5.377 -0.03
C 1.341 5.997 6.044 -0.09
C 1.068 5.457 7.308 -0.10
C 1.962 4.547 7.888 -0.08
C 3.135 4.194 7.218 -0.03
O 7.038 -1.271 2.263 0.09
C 7.181 -3.298 6.668 -0.03
C 6.994 -3.884 7.924 -0.09
H 5.726 -5.142 9.144 0.10
H 4.033 -5.488 7.340 0.10
H 4.372 -4.431 5.094 0.12
H 7.490 -3.113 3.937 0.14
H 5.746 -3.308 3.562 0.14
H 5.583 4.592 5.937 0.14
H 4.841 4.980 4.358 0.13
H 2.762 6.066 4.395 0.12
H 0.645 6.697 5.581 0.10
H 0.164 5.751 7.844 0.10
H 1.751 4.115 8.868 0.10
H 3.843 3.485 7.656 0.12
H 8.057 -2.676 6.456 0.12
H 7.726 -3.711 8.714 0.10
```

Values from the calculation:
- Highest occupied orbital energy: -3.06 eV
- 2S+1: 1
- Net charge: -1
- LUMO energy: 0.0729 Ha
- E_tot: -1728.8947 Ha
- Frontier orbital gap: 5.0 eV
- Max |F|: 3.35 eV/Å

=====

This record from the OMol25 dataset describes a molecular structure, C25H19MoN2O2SSe. The level of theory is ωB97M-V/def2-TZVPD.

```
51
Properties=species:S:1:pos:R:3:lowdin_charge:R:1
Mo 0.351 1.284 -0.740 0.99
C 0.025 -3.729 1.987 -0.05
C -0.677 -3.059 0.995 -0.06
C -0.316 -1.764 0.660 -0.06
C 0.737 -1.146 1.317 -0.25
C 1.435 -1.801 2.323 -0.01
C 1.076 -3.098 2.647 -0.06
N 1.044 0.204 0.931 -0.11
N 1.945 0.799 1.577 0.12
C 2.064 2.166 1.309 -0.29
C 2.970 2.911 2.065 0.00
C 2.961 4.284 1.945 -0.05
C 2.057 4.904 1.078 -0.05
C 1.186 4.160 0.297 -0.10
C 1.174 2.769 0.395 -0.31
H -0.248 -4.742 2.250 0.11
H -1.496 -3.543 0.479 0.12
H -0.855 -1.231 -0.118 0.09
H 2.243 -1.301 2.836 0.11
H 1.619 -3.620 3.423 0.11
H 3.647 2.401 2.737 0.12
H 3.647 4.883 2.528 0.11
H 2.049 5.984 1.003 0.12
H 0.516 4.663 -0.389 0.11
O -1.413 -3.861 -4.899 0.14
C -0.965 -3.654 -3.647 -0.47
O -1.193 -4.439 -2.774 0.14
C -0.187 -2.393 -3.390 -0.11
C -0.393 -1.215 -4.111 -0.01
C 0.293 -0.064 -3.777 -0.12
C 1.219 -0.088 -2.725 -0.70
S 2.071 1.394 -2.211 0.72
C 1.446 -1.278 -2.028 -0.11
C 0.727 -2.421 -2.350 0.00
H -1.054 -3.214 -5.518 0.11
H -1.130 -1.173 -4.905 0.13
H 0.115 0.860 -4.311 0.11
H 2.184 -1.305 -1.236 0.11
H 0.865 -3.337 -1.793 0.13
Se -1.749 1.886 -1.686 0.79
C -2.260 1.488 0.130 -0.66
C -3.154 0.426 0.318 -0.14
C -3.547 0.089 1.598 -0.06
C -3.048 0.788 2.696 -0.05
C -2.165 1.834 2.510 -0.05
C -1.770 2.201 1.224 -0.14
H -3.532 -0.125 -0.533 0.11
H -4.245 -0.725 1.744 0.12
H -3.363 0.517 3.695 0.12
H -1.788 2.389 3.359 0.12
H -1.117 3.047 1.088 0.08
```

Values from the calculation:
- Highest occupied orbital energy (spin up / spin down): -11.32 / -11.37 eV
- ΔE to the lowest compared entry with this formula, charge and spin: 0.000 eV
- 2S+1: 1
- Net charge: +1
- LUMO energy (spin up / spin down): -0.1756 / -0.1768 Ha
- E_tot: -4091.6219 Ha
- Frontier orbital gap (spin up / spin down): 6.5 / 6.6 eV
- Max |F|: 0.64 eV/Å

=====

Repeat the fourth record exactly.
This record from the OMol25 dataset describes a molecular structure, C25H19Cl5IrN4S3 at a distorted geometry. The level of theory is ωB97M-V/def2-TZVPD.

```
57
Properties=species:S:1:pos:R:3:lowdin_charge:R:1
Ir -0.026 -0.386 -0.396 0.82
Cl 0.380 -0.608 2.773 0.73
C 1.903 -0.416 1.973 -0.71
C 1.899 -0.471 0.587 -0.39
C 3.124 -0.318 -0.050 -0.72
Cl 3.202 -0.349 -1.775 0.68
C 4.301 -0.095 0.664 -0.70
Cl 5.797 0.099 -0.156 0.70
C 4.260 -0.007 2.055 -0.70
Cl 5.687 0.332 2.944 0.70
C 3.050 -0.186 2.722 -0.71
Cl 2.978 -0.104 4.435 0.70
S -0.198 0.647 -2.709 0.62
C 0.565 2.048 -2.069 -1.15
S 0.600 2.147 -0.358 0.68
C 1.106 3.007 -2.892 -0.38
C 0.954 2.927 -4.302 -0.25
N 0.797 2.873 -5.442 0.17
C 1.870 4.087 -2.380 -0.24
N 2.515 4.954 -1.982 0.17
C -5.475 1.124 -0.754 -0.07
C -4.222 1.687 -1.057 -0.06
C -3.070 1.046 -0.698 -0.06
C -3.101 -0.200 -0.025 -0.17
C -1.917 -0.898 0.351 -0.23
C -2.023 -2.032 1.116 -0.19
C -3.280 -2.554 1.476 -0.10
C -4.428 -1.951 1.048 -0.03
C -4.372 -0.754 0.300 -0.17
C -5.545 -0.071 -0.095 -0.04
H -6.383 1.644 -1.030 0.11
H -4.174 2.636 -1.576 0.11
H -2.110 1.500 -0.905 0.03
H -1.137 -2.557 1.455 0.07
H -3.330 -3.437 2.102 0.10
H -5.396 -2.368 1.300 0.11
H -6.505 -0.516 0.139 0.11
C 1.628 -6.301 1.334 -0.07
C 1.367 -6.153 -0.163 -0.22
N 1.333 -4.757 -0.585 0.02
C 0.312 -3.965 -0.902 -0.75
S 0.708 -2.515 -1.744 0.64
N -0.967 -4.242 -0.681 0.02
C -1.617 -5.294 0.091 -0.22
C -2.220 -6.375 -0.801 -0.06
H 1.628 -7.356 1.607 0.08
H 0.864 -5.786 1.916 0.07
H 2.595 -5.872 1.596 0.08
H 0.436 -6.641 -0.444 0.09
H 2.175 -6.630 -0.719 0.13
H 2.229 -4.337 -0.781 0.12
H -1.588 -3.542 -1.062 0.12
H -2.414 -4.814 0.657 0.09
H -0.911 -5.722 0.800 0.09
H -2.969 -5.946 -1.465 0.08
H -2.696 -7.137 -0.183 0.08
H -1.459 -6.854 -1.417 0.07
```

Values from the calculation:
- Highest occupied orbital energy (spin up / spin down): -8.07 / -8.12 eV
- Expectation value of S²: 0.76
- ΔE to the lowest compared entry with this formula, charge and spin: 2.141 eV
- 2S+1: 2
- LUMO energy (spin up / spin down): -0.0734 / -0.0772 Ha
- E_tot: -4782.8729 Ha
- Frontier orbital gap (spin up / spin down): 6.1 / 6.0 eV
- Max |F|: 3.47 eV/Å

=====

Look up the max |F| of the fifth one.
3.35 eV/Å

=====

Number 1 is which compound?
C25H18CoN3O3

=====

Among the records above, which one has the highest max |F|?
C25H19Cl5IrN4S3